# C58H45ClN7O2P2RuS2

A structure of composition C58H45ClN7O2P2RuS2 (ωB97M-V with the def2-TZVPD basis set, the OMol25 dataset).

```
118
Properties=species:S:1:pos:R:3:forces:R:3
Ru 0.1688 -0.0131 -0.0686 -0.2 0.5 0.3
S 6.7671 -2.9498 2.6459 0.0 0.0 0.0
N 6.4260 -1.5331 1.9606 0.0 0.0 0.0
C 5.1265 -1.5358 1.7100 0.0 0.0 0.0
C 4.3985 -0.4507 1.0796 0.0 0.0 0.0
C 5.0060 0.7415 0.6900 0.0 0.0 0.0
C 4.2231 1.7024 0.0937 0.0 0.0 0.0
C 2.8782 1.4374 -0.1135 -0.1 0.1 0.0
N 2.2735 0.3023 0.2321 -0.1 0.1 0.2
C 3.0315 -0.6311 0.8575 -0.1 0.0 0.1
C 2.3607 -1.8483 1.3041 0.0 0.1 0.0
N 1.0423 -1.8891 1.0996 0.0 -0.2 0.0
C 0.3638 -2.9582 1.4934 0.0 0.0 0.0
C 0.9745 -4.0499 2.1014 0.0 0.0 0.0
C 2.3363 -4.0224 2.3157 0.0 0.0 0.0
C 3.0528 -2.8956 1.9201 0.0 0.0 0.0
C 4.4795 -2.7285 2.1085 0.0 0.0 0.0
N 5.2991 -3.6112 2.6556 0.0 0.0 0.0
H 6.0638 0.8878 0.8647 0.0 0.0 0.0
H 4.6285 2.6559 -0.2142 0.0 0.0 0.0
H 2.2565 2.1892 -0.5719 0.0 -0.1 0.1
H -0.7046 -2.9497 1.3173 0.0 0.0 0.0
H 0.3765 -4.8987 2.4021 0.0 0.0 0.0
H 2.8543 -4.8469 2.7880 0.0 0.0 0.0
Cl -5.1655 -2.1757 4.7967 0.0 0.0 0.0
C -3.7831 -1.5947 3.9376 0.0 0.0 0.1
C -2.5434 -1.5095 4.6074 0.0 0.0 0.0
C -1.4210 -1.0412 3.9796 0.0 0.0 0.0
C -1.4708 -0.6240 2.6264 -0.2 0.1 -0.1
O -0.4307 -0.0929 2.0814 0.3 -0.1 0.0
C -2.7179 -0.7585 1.9496 0.1 0.0 0.0
C -2.8442 -0.4234 0.5892 0.0 0.0 0.0
O -1.9420 -0.1585 -0.2449 0.2 -0.3 -0.1
C -3.8725 -1.2207 2.6332 0.0 0.0 0.0
H -2.4970 -1.8135 5.6456 0.0 0.0 0.0
H -0.4828 -0.9517 4.5118 0.0 0.0 0.0
H -3.8616 -0.4405 0.1757 0.0 0.0 0.0
H -4.8184 -1.2825 2.1086 0.0 0.0 0.0
C -0.0511 3.6705 -0.1462 0.2 0.1 0.1
N -0.4698 3.5181 -1.5113 -0.4 -0.4 -0.1
C 0.4899 2.8154 -2.3125 0.1 0.1 0.0
P 0.2165 0.9909 -2.3057 -0.2 0.0 0.1
C -1.2777 0.8428 -3.3470 0.0 0.1 0.0
C -1.4324 1.7062 -4.4378 0.0 0.0 0.1
C -2.5174 1.5847 -5.2873 0.0 0.0 0.0
C -3.4583 0.5838 -5.0831 0.0 0.0 0.0
C -3.2930 -0.3041 -4.0342 0.0 0.0 0.0
C -2.2096 -0.1721 -3.1767 0.0 -0.1 0.0
C 1.5138 0.4370 -3.4522 0.0 0.0 0.1
C 1.2289 -0.5890 -4.3529 0.0 0.0 0.0
C 2.1950 -1.0247 -5.2445 0.0 0.0 0.0
C 3.4542 -0.4402 -5.2486 0.0 0.0 0.0
C 3.7435 0.5875 -4.3622 0.0 0.0 0.0
C 2.7787 1.0250 -3.4669 0.0 0.0 0.0
C -1.2693 4.5499 -2.0980 0.2 0.2 -0.1
C -2.4230 4.9753 -1.4466 0.0 0.0 0.0
C -3.2151 5.9730 -1.9948 0.0 0.0 0.0
C -2.8783 6.5587 -3.2044 0.0 0.0 0.0
C -1.7189 6.1550 -3.8467 0.0 0.0 0.0
C -0.9098 5.1731 -3.2938 0.0 -0.1 0.1
P -0.1727 2.1519 0.9404 0.1 -0.1 -0.2
C 1.0199 2.5804 2.2588 0.0 -0.1 0.0
C 1.6797 1.6204 3.0318 0.0 0.0 -0.1
C 2.5685 2.0070 4.0214 0.0 0.0 0.0
C 2.8084 3.3525 4.2671 0.0 0.0 0.0
C 2.1413 4.3132 3.5249 0.0 0.0 0.0
C 1.2531 3.9312 2.5296 -0.1 0.0 0.0
C -1.8245 2.3503 1.6517 0.0 0.0 0.0
C -2.0140 2.3883 3.0299 0.0 0.0 0.0
C -3.2919 2.5394 3.5480 0.0 0.0 0.0
C -4.3827 2.6670 2.6986 0.0 0.0 0.0
C -4.1959 2.6447 1.3226 0.0 0.0 0.0
C -2.9217 2.4803 0.8008 0.0 -0.1 -0.1
H -0.6661 4.4310 0.3329 0.0 0.0 0.0
H 0.9932 4.0171 -0.0957 0.0 0.0 0.0
H 1.5178 3.0511 -2.0153 0.0 0.0 0.0
H 0.4307 3.1078 -3.3520 0.0 0.0 -0.1
H -0.7040 2.4715 -4.6612 0.0 0.0 0.0
H -2.6235 2.2700 -6.1173 0.0 0.0 0.0
H -4.3053 0.4916 -5.7495 0.0 0.0 0.0
H -4.0050 -1.1053 -3.8837 0.0 0.0 0.0
H -2.0794 -0.8746 -2.3755 0.0 0.1 -0.1
H 0.2469 -1.0460 -4.3649 0.0 0.0 0.0
H 1.9622 -1.8194 -5.9408 0.0 0.0 0.0
H 4.2064 -0.7778 -5.9491 0.0 0.0 0.0
H 4.7181 1.0575 -4.3736 0.0 0.0 0.0
H 3.0313 1.8302 -2.7890 0.0 0.0 0.0
H -2.7112 4.5338 -0.5021 0.0 0.1 -0.1
H -4.1070 6.2881 -1.4694 0.0 0.0 0.0
H -3.5027 7.3298 -3.6335 0.0 0.0 0.0
H -1.4229 6.6229 -4.7764 0.0 0.0 0.0
H 0.0151 4.9277 -3.7967 0.0 0.0 0.0
H 1.4759 0.5746 2.8723 0.0 0.0 0.0
H 3.0685 1.2517 4.6146 0.0 0.0 0.0
H 3.5009 3.6501 5.0431 0.0 0.0 0.0
H 2.3010 5.3646 3.7225 0.0 0.0 0.0
H 0.7319 4.7101 1.9902 0.0 0.0 0.0
H -1.1719 2.2854 3.7030 0.0 0.0 0.0
H -3.4336 2.5613 4.6205 0.0 0.0 0.0
H -5.3761 2.7904 3.1090 0.0 0.0 0.0
H -5.0416 2.7520 0.6554 0.0 0.0 0.0
H -2.7845 2.4382 -0.2747 0.0 0.0 0.0
N -1.8462 -2.9265 -1.1616 0.0 0.1 0.1
C -0.5515 -3.0166 -1.5373 -0.1 0.0 0.0
N 0.3404 -2.0595 -1.4354 0.1 -0.1 -0.2
C 1.6057 -2.5723 -1.8193 0.0 0.0 0.1
C 2.8212 -1.8956 -1.8320 0.0 0.1 -0.1
C 3.9771 -2.5604 -2.1989 0.0 0.0 0.0
C 3.9541 -3.9043 -2.5686 0.0 0.0 0.0
C 2.7565 -4.5940 -2.5805 0.0 0.0 0.0
C 1.6071 -3.9154 -2.1995 0.0 0.0 0.0
S -0.0013 -4.5599 -2.1068 0.0 0.0 0.0
H -2.2253 -2.0097 -1.0050 0.0 0.0 0.1
H -2.4835 -3.6599 -1.4208 0.0 0.0 0.0
H 2.8656 -0.8450 -1.6020 0.0 -0.1 -0.1
H 4.9134 -2.0169 -2.2135 0.0 0.0 0.0
H 4.8679 -4.4063 -2.8547 0.0 0.0 0.0
H 2.7151 -5.6350 -2.8719 0.0 0.0 0.0
```
Forces are in eV/Å.

The spin multiplicity is 2. The relative energy (zero: lowest compared OMol25 entry of this formula, charge and spin) is 0.00 kcal/mol. The calculation puts the HOMO-LUMO gap (spin up / spin down) at 6.94 / 6.51 eV. As for the charge: +2. For the calculated total energy, the calculation gives -4804.8201 Eh.